Record 1
# ClH8NaO4

ClH8NaO4 as an isolated structure at a distorted geometry (ωB97M-V with the def2-TZVPD basis set, OMol25).

Output
HOMO level (hartree): -0.368
2S+1: 1
Gap between HOMO and LUMO (eV): 8.1325
Strongest force on any atom (eV/Å): 1.0
Energy relative to the best compared isomer or geometry (same formula, charge and spin) (kcal per mole): 22.8

Structure (XYZ):
```
14
Properties=species:S:1:pos:R:3:forces:R:3
Cl -0.094108 0.092848 0.167684 -0.5 0.2 0.8
Na -1.446038 0.085745 2.641406 0.4 -0.1 -0.9
O -1.475211 -2.274583 -1.900521 0.0 0.0 0.0
O 2.299146 2.044714 1.346673 0.0 0.2 0.2
O -3.109465 0.965179 -0.813296 -0.1 0.1 0.3
O 2.813091 -1.446700 0.318618 0.0 0.0 -0.1
H 2.018575 -0.925786 0.122811 0.0 -0.1 0.1
H -1.782378 -2.848118 -1.193961 0.0 0.0 0.0
H 3.540121 -0.824465 0.227793 0.0 0.0 0.1
H 2.368150 2.208009 0.401138 0.0 0.0 0.0
H -3.447778 1.840616 -0.602324 0.1 0.0 -0.1
H -0.960173 -1.590995 -1.448978 0.0 0.0 0.0
H 1.422852 1.650384 1.440096 0.1 -0.2 -0.3
H -2.146783 1.023153 -0.707138 0.0 -0.2 -0.1
```
Positions in Å, forces in eV/Å.

---

Record 2
# C3H9O2

C3H9O2 as an isolated structure at a distorted geometry (ωB97M-V with the def2-TZVPD basis set, OMol25).

Output
HOMO level (hartree): -0.136
2S+1: 1
Net charge: -1
Gap between HOMO and LUMO (eV): 8.0399
Strongest force on any atom (eV/Å): 5.0
Energy relative to the best compared isomer or geometry (same formula, charge and spin) (kcal per mole): 54.5

Structure (XYZ):
```
14
Properties=species:S:1:pos:R:3:forces:R:3
O 0.434729 1.495853 1.689249 -1.0 -0.6 -3.0
O -0.341221 0.042759 -0.348099 -1.5 -0.3 -1.1
C -0.521703 -1.168319 -2.377287 4.7 -1.3 -1.1
C -1.229952 -0.848474 -1.091096 4.2 0.1 1.7
C 1.432614 0.670728 2.126453 0.7 -1.9 -1.2
H -0.889347 -1.962466 -3.082566 -0.5 1.1 0.4
H 0.012588 0.810633 0.744142 -0.3 1.3 1.4
H 0.580533 -1.614469 -2.219767 -2.1 0.4 0.6
H -0.062574 -0.253440 -2.845390 -1.5 -0.4 -0.1
H 2.417151 1.158082 2.425274 -1.0 -0.2 -0.2
H 1.689170 -0.114365 1.225118 -0.2 1.3 2.4
H -1.351048 -1.742638 -0.503173 0.0 -0.9 0.4
H -2.197755 -0.675072 -1.418167 -2.5 2.0 0.0
H 0.967460 0.161221 2.996910 1.1 -0.6 0.0
```
Positions in Å, forces in eV/Å.

---

Record 3
# C25H33N7S5Zn

C25H33N7S5Zn as an isolated structure at a distorted geometry (ωB97M-V with the def2-TZVPD basis set, OMol25).

Output
HOMO level (hartree): -0.514
2S+1: 1
Net charge: +2
Gap between HOMO and LUMO (eV): 7.3371
Strongest force on any atom (eV/Å): 1.6
Energy relative to the best compared isomer or geometry (same formula, charge and spin) (kcal per mole): 6.7

Structure (XYZ):
```
71
Properties=species:S:1:pos:R:3:forces:R:3
Zn 0.992806 -1.728715 -0.885852 0.3 0.0 -0.1
S 3.112966 -2.828662 -2.102010 -0.5 -0.1 0.2
S 0.969929 0.218126 -2.384028 0.0 -0.5 0.1
S -0.345035 -3.379121 -2.437974 0.3 0.0 0.3
S 2.547722 -0.275555 0.426672 0.0 -0.5 -0.2
S 1.198166 -3.829178 0.667263 0.1 0.2 -0.5
N -0.776254 0.064261 0.970099 0.2 0.5 0.3
N 0.752665 2.650843 -1.501252 0.4 -0.7 0.6
N -0.840999 -0.903198 0.078729 -0.1 -0.4 -0.2
N -2.006527 0.331270 1.294284 0.5 -1.2 -0.9
N -2.887476 -0.391968 0.659756 -0.9 0.0 0.1
N 1.558702 2.048568 1.083019 0.1 -0.3 -1.0
N -2.357805 1.301363 2.147695 -0.3 1.2 0.6
C 0.738555 3.218473 0.848834 -0.4 0.6 -0.4
C 0.926972 1.502882 3.383052 0.0 0.0 0.1
C -3.384069 4.528545 -1.918790 -0.1 0.1 0.1
C 0.595844 0.169712 3.602237 0.0 0.0 0.2
C 0.012506 3.013536 -2.699020 -0.5 0.1 -0.6
C -0.743158 2.161316 4.990748 -0.1 0.0 0.1
C 3.371200 -4.358264 -1.124057 0.0 0.3 -0.4
C -2.042041 4.415232 -2.244940 0.0 -0.1 -0.1
C 2.239743 -3.382889 -3.608529 0.3 0.0 0.4
C 0.963968 -4.187966 -3.441880 -0.3 0.1 0.1
C -1.052166 0.829839 5.225693 0.0 0.1 0.0
C 1.687073 1.133096 0.134235 0.7 0.2 1.4
C 2.958164 -4.214443 0.328808 -0.4 0.0 0.1
C -4.135512 3.396358 -1.658778 0.0 0.0 0.0
C 0.239944 2.495414 4.072330 0.1 -0.1 0.0
C -2.137485 -1.162796 -0.104668 0.2 0.2 0.1
C -1.447289 3.163014 -2.331663 0.0 0.2 -0.1
C 0.979046 3.726602 -0.559655 0.2 0.4 0.7
C -3.542060 2.144768 -1.723658 0.0 0.0 0.0
C 0.319963 -5.146409 -0.262213 0.2 0.2 0.3
C 1.114082 1.413445 -1.209545 -0.6 0.5 -1.3
C -0.385262 -0.162267 4.522455 0.0 -0.1 0.0
C -2.204399 2.029815 -2.056821 -0.1 -0.1 0.0
C 2.049171 1.858159 2.437624 0.2 -0.2 0.7
C -0.770113 -4.662443 -1.202504 0.1 0.3 -0.4
H 0.143000 2.241383 -3.457089 0.1 0.2 0.1
H 1.070802 -5.741253 -0.776969 -0.1 0.0 0.0
H 0.414960 3.954140 -3.075314 0.1 0.0 0.0
H -3.844353 5.503210 -1.877672 0.0 0.1 0.0
H -1.791771 0.569467 5.966303 -0.1 0.0 0.1
H 2.528146 2.785040 2.759958 0.0 0.0 -0.1
H 3.181589 -5.135727 0.867675 0.1 0.1 0.0
H 2.949957 -3.961628 -4.200437 -0.1 0.1 -0.1
H 2.855353 -5.173793 -1.626177 0.1 -0.1 0.0
H -3.319344 1.190822 2.455806 0.2 -0.1 -0.1
H -0.150306 -5.775475 0.493717 0.1 -0.1 -0.1
H -1.591518 -4.215584 -0.641454 -0.1 -0.1 0.0
H 0.529771 -4.329237 -4.432792 0.0 -0.1 0.1
H -4.127151 1.258800 -1.530834 -0.1 -0.1 0.0
H 4.441408 -4.567164 -1.149276 -0.1 -0.1 0.0
H 0.286874 4.539910 -0.779626 0.1 -0.1 0.0
H -1.688300 1.451042 2.903362 -0.1 -0.3 -0.2
H 0.993410 3.987086 1.578297 0.0 -0.1 -0.1
H -1.470222 5.305002 -2.461372 0.1 0.1 -0.1
H -1.156005 -5.515139 -1.762597 -0.1 0.0 0.1
H 0.497003 3.533778 3.930906 0.1 0.2 0.0
H -2.538594 -1.879267 -0.790161 -0.1 -0.2 -0.2
H 1.129799 -0.608059 3.079413 0.1 -0.1 -0.1
H -1.244737 2.937992 5.543759 -0.1 0.1 0.1
H -0.319086 2.955988 0.974391 0.0 0.0 0.1
H 2.005595 4.094875 -0.673894 -0.1 0.0 0.0
H 1.147370 -5.169498 -3.009693 0.0 0.0 0.0
H -5.183890 3.483292 -1.420190 -0.1 0.0 0.0
H 3.499813 -3.396949 0.807372 0.0 -0.1 0.1
H -0.610763 -1.198427 4.716553 0.0 -0.2 0.0
H 2.042556 -2.442635 -4.127266 0.1 -0.1 -0.1
H 2.796065 1.065214 2.433650 -0.1 0.2 0.0
H -1.748968 1.052027 -2.134043 0.0 -0.1 0.0
```
Positions in Å, forces in eV/Å.

---

Record 4
# C49H70O17

A 8-piece molecular cluster, C49H70O17 overall at a distorted geometry (ωB97M-V with the def2-TZVPD basis set, OMol25).

Output
SMILES: O=C1c2ccccc2C(=O)c2cc(COc3ccccc3)ccc21.CCOC(C)=O.CCOC(C)=O.CCOC(C)=O.CCOC(C)=O.CCOC(C)=O.CCOC(C)=O.CCOC(C)=O
HOMO level (hartree): -0.310
2S+1: 1
Gap between HOMO and LUMO (eV): 6.7933
Strongest force on any atom (eV/Å): 8.4

Structure (XYZ):
```
136
Properties=species:S:1:pos:R:3:forces:R:3
O -6.278898 -6.045645 -0.557832 -0.3 0.5 0.0
O 2.045160 4.907688 8.485414 -0.3 0.4 0.1
O -6.545999 -5.015259 1.412904 1.0 -1.1 -1.7
O 0.238899 2.376916 4.540817 0.2 -4.9 -6.8
O -10.544148 -6.880240 -6.054896 1.0 1.2 1.7
O 3.329804 4.019769 -1.272273 -2.1 0.2 0.2
O 0.812117 -2.421059 1.297739 -2.2 7.6 1.9
O -9.450467 -6.509789 -4.135660 0.2 -0.4 -0.4
O 1.264188 3.993409 -0.406608 0.4 0.2 0.3
O 7.128083 -0.334406 1.984349 1.2 1.7 -0.9
O 8.393467 -1.808019 -2.526233 0.2 -1.6 1.5
O 1.906981 3.054177 -5.337224 -0.2 1.3 -2.1
O -6.072858 -1.059156 0.652101 -1.0 2.3 2.8
O 8.907413 -3.755602 -1.546633 0.5 0.2 -0.3
O 7.680070 1.327693 0.588078 -0.5 -0.2 0.2
O 0.999012 3.989794 -7.158501 -0.3 -0.1 0.5
O 2.009292 6.347232 6.769819 0.0 -1.9 1.2
C 0.922267 5.032140 -8.150077 0.1 0.0 -0.2
C 1.723977 -0.019409 1.640889 2.8 2.6 -0.3
C 9.226023 0.700699 2.394213 0.0 0.5 0.6
C -8.026403 2.659454 0.408271 1.0 -3.1 2.6
C 0.286871 1.568722 3.449595 0.0 2.3 3.1
C 7.776522 -5.517482 -0.300541 -0.2 0.1 0.0
C 2.019483 5.182657 7.161534 0.3 1.5 -0.8
C -3.907487 0.530155 3.052295 3.2 -1.0 -0.8
C 2.000934 3.860769 -6.259375 0.0 -1.3 1.0
C 8.273568 -2.561071 -1.562741 -0.3 1.0 -1.3
C 2.120342 4.156155 -1.440744 1.5 -0.3 0.0
C -5.457362 -6.614501 -1.595657 0.2 -0.3 0.0
C 1.563239 4.407335 -2.811697 -0.1 0.6 0.0
C -8.611145 2.897981 1.938435 2.6 -4.2 -1.5
C 4.266944 1.009556 0.766407 -2.6 0.7 1.8
C -1.062181 0.737035 2.981867 -2.8 -0.9 -0.3
C 2.756760 2.563550 2.565070 0.6 -3.4 -2.3
C 2.103310 4.047834 6.182701 -0.6 -0.2 -0.1
C -0.947388 3.165729 -1.006404 0.1 -0.1 -0.2
C 1.632814 1.370311 2.526684 1.1 -0.1 -0.8
C -6.859888 0.082905 1.137852 -2.2 3.6 0.7
C -5.270565 -1.686613 1.712934 1.6 -1.2 0.5
C 3.264617 4.644674 -6.463245 0.1 0.7 0.4
C -5.312830 -8.112886 -1.411711 0.0 -0.1 0.2
C -10.083336 -6.075253 -5.249024 -0.9 -1.1 -1.1
C 3.117972 -0.201892 0.741692 -0.8 3.3 2.3
C -8.708372 -5.663372 -3.236509 -0.2 0.1 0.2
C -7.186084 1.295436 0.036474 -1.2 0.5 3.1
C -0.998065 -0.634014 2.070469 -2.7 1.4 1.0
C 0.503158 -1.159672 1.634143 1.6 -3.7 -1.0
C 1.860730 3.594877 9.049427 0.2 -0.1 -0.1
C 9.658143 2.137959 -0.580930 0.1 -0.2 0.0
C -9.623360 -5.040929 -2.199570 -0.2 0.1 0.0
C -10.299011 -4.601259 -5.432852 0.5 0.4 -0.4
C 8.440012 2.502735 0.245494 0.3 0.1 -0.2
C 7.347001 -2.215702 -0.433511 0.4 0.4 0.4
C 8.993572 -4.617680 -0.395548 -0.2 -0.1 0.0
C 1.690224 4.648038 -9.400113 0.2 -0.1 0.0
C -3.918539 -0.833299 2.139997 3.8 2.0 1.1
C 7.924490 0.544402 1.663083 -0.9 -1.3 0.5
C -5.819969 -5.649456 0.651027 -1.0 0.6 1.2
C 4.120586 2.399646 1.646855 -4.0 -3.3 0.5
C -2.418712 -1.395318 1.658034 0.3 2.9 2.1
C -8.323535 1.680189 3.019947 1.0 0.5 -3.3
C -4.449070 -6.080861 1.084028 0.6 0.5 -0.2
C -7.472403 0.290291 2.643231 -0.3 2.5 -2.5
C 3.173202 2.836555 9.096814 0.2 0.0 -0.2
C -2.507498 1.328005 3.482277 0.3 -3.9 -2.5
C -0.138101 4.321045 -0.449466 -0.1 -0.2 -0.1
H 1.551466 4.328334 5.280502 0.3 0.0 0.2
H -4.492861 -6.101786 -1.661705 -0.1 -0.1 0.1
H -4.807741 -8.354145 -0.472371 0.0 0.0 -0.1
H 9.961331 0.013845 1.971863 0.0 0.1 0.0
H 3.970283 4.046548 -7.042131 -0.1 0.0 0.0
H -11.266413 -4.323288 -5.011315 0.1 0.0 0.0
H -4.860593 -2.709600 1.253754 -1.0 2.4 0.9
H 3.038783 1.865493 9.580258 0.0 0.1 0.0
H -3.745463 -6.192095 0.259501 -0.1 -0.2 0.0
H 3.576477 2.671031 8.093992 -0.1 -0.1 0.1
H -4.033195 -5.306839 1.736035 -0.2 -0.2 0.1
H -4.901216 1.004900 3.464452 2.1 -1.2 -1.1
H 1.430241 3.454520 -3.326752 0.0 0.2 0.1
H -4.739319 -8.547563 -2.234443 -0.1 0.1 0.1
H -5.974928 -6.418451 -2.541018 0.0 0.1 0.3
H 9.616101 1.717993 2.378950 0.1 -0.1 -0.2
H 9.164969 -4.040644 0.518320 -0.1 0.0 -0.1
H 1.074026 3.045675 8.523140 0.2 0.1 -0.1
H -8.156473 3.457653 -0.460571 0.2 -1.9 2.2
H 10.344888 1.497409 -0.020788 0.0 0.1 0.0
H 9.361596 1.580384 -1.473714 0.0 0.1 0.1
H -10.294359 -4.382497 -6.504905 -0.2 -0.2 0.2
H 6.859436 -4.937638 -0.164837 0.1 0.0 0.1
H 2.755895 4.519280 -9.191672 -0.1 0.1 0.0
H 7.776699 3.134890 -0.354850 -0.1 -0.3 0.2
H 2.276992 5.023145 -3.367134 0.0 -0.4 0.1
H 10.197349 3.037615 -0.888539 -0.1 -0.1 0.0
H 9.062382 0.453796 3.447511 0.0 -0.2 -0.3
H -10.170128 -5.817057 -1.656834 0.2 0.0 0.0
H 2.534565 3.516928 3.240480 0.6 -2.4 -1.7
H -2.310797 -2.375590 1.026838 -0.3 2.1 1.3
H -0.138377 5.141403 -8.401301 0.2 -0.2 0.3
H -6.296016 -8.590235 -1.374613 0.1 0.1 -0.1
H 1.240642 5.994327 -7.737358 0.1 -0.2 0.0
H 1.498165 3.746602 10.071946 0.0 0.3 -0.3
H -8.124356 -4.918897 -3.786222 -0.2 0.0 0.0
H -2.015403 3.396856 -0.980478 0.1 0.0 0.0
H 7.360410 -1.130399 -0.295259 -0.2 -0.3 -0.3
H 4.894922 3.279793 1.662944 -1.6 -2.1 -0.3
H 7.644017 -2.646199 0.522383 -0.2 -0.1 -0.1
H 3.273201 -1.177942 0.081352 -0.4 2.5 1.6
H 7.875291 -6.210181 0.539198 0.0 0.1 -0.1
H 5.250273 0.898368 0.111260 -2.4 0.1 1.6
H -9.512673 -3.986889 -4.995242 -0.2 0.0 0.2
H -10.371209 -4.391888 -2.663413 0.1 0.0 0.0
H -4.524401 -7.018065 1.637926 0.0 0.1 0.0
H 1.578663 5.415213 -10.170661 0.0 -0.1 0.1
H 3.696060 4.865738 -5.482345 0.0 -0.3 -0.2
H -0.666813 2.941410 -2.039187 -0.1 0.1 0.1
H -7.983327 -6.310730 -2.731279 -0.4 -0.1 -0.3
H -6.793266 1.161551 -1.058352 -0.8 0.3 2.4
H -0.443614 4.505298 0.586261 0.3 -0.1 -0.1
H -0.767590 2.257346 -0.424677 0.0 0.1 0.1
H -0.308928 5.256542 -0.990916 0.1 -0.1 -0.1
H 3.924477 3.406613 9.650448 -0.2 0.0 0.0
H 6.334935 -2.535390 -0.687183 0.1 0.0 0.0
H -2.546818 2.282732 4.159489 0.1 -2.1 -1.5
H 0.624980 4.961346 -2.807084 -0.1 -0.2 0.0
H -5.898097 -2.010303 2.662516 1.2 1.0 -2.0
H 9.885720 -5.236755 -0.539900 -0.1 0.3 -0.2
H -9.046893 -4.448460 -1.484438 0.0 -0.1 0.0
H 1.646728 3.126190 6.542403 0.2 0.0 -0.1
H 3.148923 3.869669 5.926227 0.0 0.0 0.1
H 8.693056 3.083657 1.137684 0.0 -0.2 0.0
H 3.107795 5.607453 -6.948777 0.0 -0.2 -0.2
H 1.326953 3.694897 -9.794380 -0.1 0.2 0.0
H -8.746491 1.866373 4.117915 1.1 -0.8 -2.6
H -9.177004 3.900278 2.182240 1.3 -2.4 -0.3
H 7.653903 -6.093483 -1.221996 0.1 0.0 0.1
H -7.285414 -0.519759 3.483467 -0.5 2.0 -1.9
```
Positions in Å, forces in eV/Å.

---

Record 5
# B2H8Rb

B2H8Rb as an isolated structure at a distorted geometry (ωB97M-V with the def2-TZVPD basis set, OMol25).

Output
HOMO level (alpha / beta) (hartree): -0.405 / -0.340
2S+1: 2
Expectation value of S²: 0.76
Gap between HOMO and LUMO (alpha / beta) (eV): 10.2825 / 3.8441
Strongest force on any atom (eV/Å): 5.6

Structure (XYZ):
```
11
Properties=species:S:1:pos:R:3:forces:R:3
Rb -4.081780 -17.695010 -4.950320 0.1 0.0 0.0
B -3.373420 -20.328300 -6.503320 0.3 1.3 -1.4
B -6.845030 -18.775200 -3.842530 -0.8 -0.4 2.7
H -7.130630 -17.734730 -3.852240 -0.7 4.4 -0.8
H -7.681190 -19.456890 -3.823220 -2.6 -2.8 -0.2
H -3.810620 -20.359750 -5.517370 -1.5 -0.9 4.8
H -2.408980 -19.846870 -6.455140 3.5 2.7 0.9
H -3.965380 -19.804190 -7.237590 -2.1 1.7 -3.2
H -6.128260 -18.909500 -3.047260 2.6 -0.7 3.1
H -6.327220 -18.915500 -4.778710 1.9 -0.7 -5.2
H -3.233160 -21.364000 -6.771440 -0.6 -4.4 -0.8
```
Positions in Å, forces in eV/Å.

---

Record 6
# C3H4N2O

C3H4N2O in the gas phase at a distorted geometry (ωB97M-V with the def2-TZVPD basis set, OMol25).

Output
SMILES: Oc1c[nH]cn1
HOMO level (hartree): -0.308
2S+1: 1
Gap between HOMO and LUMO (eV): 9.3516
Strongest force on any atom (eV/Å): 1.1
Energy relative to the best compared isomer or geometry (same formula, charge and spin) (kcal per mole): 20.6

Structure (XYZ):
```
10
Properties=species:S:1:pos:R:3:forces:R:3
O 2.132794 -0.523756 -0.359028 0.3 0.3 0.0
N 0.404985 1.130821 -0.328416 -0.2 -0.2 -0.3
N -1.272927 -0.232903 0.187267 0.1 0.1 0.2
C -0.887935 1.031832 -0.075228 0.0 0.0 -0.2
C -0.126251 -1.044021 0.122662 -0.5 0.9 0.2
C 0.845758 -0.151620 -0.236446 0.1 -0.3 0.6
H -2.232910 -0.550569 0.188775 0.3 0.1 0.3
H 2.677379 0.269079 -0.322823 0.1 0.1 -0.1
H 0.036156 -1.793632 0.868165 -0.2 -0.9 -0.4
H -1.577046 1.864771 -0.044930 0.0 -0.1 -0.2
```
Positions in Å, forces in eV/Å.